1.
DFT (wB97M-V/def2-TZVPD) results for a structure of composition C38H33N4O2S3SbSe4Tc in a non-equilibrium geometry.

Relative energy (zero: lowest compared OMol25 entry of this formula, charge and spin)   155.56 kJ/mol
Molecular weight   1209.51 g/mol
⟨S²⟩   0.9150
2S+1   2

The geometry in XYZ format:
```
86
Properties=species:S:1:pos:R:3:mulliken_spin:R:1
Tc 2.585 1.788 -1.831 1.1621
N 1.675 -0.126 -1.970 -0.0304
S 1.411 -1.239 -1.083 -0.0167
N 0.581 -1.010 0.328 0.0020
S -0.886 -0.569 0.467 0.0062
N -1.373 0.705 -0.240 0.0016
S -0.490 2.124 -0.182 0.0101
N 0.764 2.231 -0.870 -0.0335
C -0.420 2.543 1.541 0.0181
C -1.346 3.370 2.160 -0.0039
C -1.159 3.696 3.496 0.0000
C -0.069 3.189 4.194 -0.0007
C 0.838 2.349 3.567 0.0050
C 0.676 2.029 2.229 -0.0235
C -1.761 3.176 -0.858 0.0054
C -3.120 2.914 -0.802 -0.0006
C -4.000 3.830 -1.354 0.0004
C -3.517 4.991 -1.949 0.0000
C -2.155 5.242 -1.993 0.0005
C -1.262 4.333 -1.443 0.0016
C -1.120 -0.537 2.212 0.0028
C -2.307 0.023 2.680 0.0001
C -2.530 0.050 4.041 0.0003
C -1.575 -0.467 4.913 -0.0009
C -0.406 -1.023 4.428 -0.0004
C -0.168 -1.074 3.058 -0.0021
C -2.100 -1.763 -0.037 0.0031
C -1.998 -3.037 0.507 -0.0011
C -2.924 -3.995 0.138 0.0000
C -3.938 -3.672 -0.757 -0.0005
C -4.033 -2.393 -1.279 0.0003
C -3.109 -1.421 -0.920 -0.0005
C 2.794 -2.071 -0.358 0.0198
C 4.015 -1.768 -0.943 -0.0082
C 5.176 -2.280 -0.374 -0.0094
C 5.101 -3.070 0.758 0.0039
C 3.868 -3.371 1.332 -0.0052
C 2.705 -2.870 0.778 -0.0063
C 0.531 -2.485 -2.019 -0.0001
C -0.284 -2.015 -3.041 -0.0010
C -0.898 -2.930 -3.877 0.0004
C -0.694 -4.292 -3.699 -0.0004
C 0.124 -4.745 -2.677 0.0001
C 0.748 -3.839 -1.830 -0.0020
H -2.193 3.767 1.618 0.0003
H -1.857 4.360 3.987 0.0000
H 0.082 3.465 5.228 -0.0001
H 1.697 1.944 4.097 0.0026
H 1.403 1.389 1.729 0.0067
H -3.478 2.005 -0.340 -0.0002
H -5.064 3.642 -1.319 0.0001
H -4.210 5.701 -2.378 -0.0001
H -1.783 6.147 -2.454 0.0002
H -0.193 4.500 -1.468 0.0009
H -3.030 0.435 1.989 -0.0003
H -3.446 0.476 4.429 0.0001
H -1.750 -0.426 5.979 -0.0001
H 0.348 -1.401 5.104 0.0008
H 0.749 -1.483 2.673 -0.0013
H -1.208 -3.272 1.210 -0.0003
H -2.857 -4.993 0.548 0.0000
H -4.658 -4.425 -1.044 0.0000
H -4.825 -2.147 -1.973 0.0000
H -3.159 -0.417 -1.314 -0.0003
H 4.051 -1.102 -1.800 0.0102
H 6.140 -1.997 -0.776 0.0012
H 6.012 -3.408 1.233 0.0005
H 3.822 -3.936 2.253 -0.0004
H 1.751 -3.040 1.256 0.0028
H -0.406 -0.948 -3.172 0.0017
H -1.533 -2.578 -4.679 0.0001
H -1.163 -5.000 -4.367 -0.0001
H 0.292 -5.805 -2.542 0.0001
H 1.407 -4.188 -1.048 -0.0001
C 0.843 2.403 -4.669 -0.0050
C 2.106 2.564 -3.913 0.0039
O 2.234 3.496 -3.040 0.0305
O 2.994 1.638 -3.903 0.0236
H 0.651 3.269 -5.297 0.0018
H 0.041 2.327 -3.930 -0.0017
H 0.894 1.501 -5.272 0.0001
Se 5.244 3.225 3.208 -0.1315
Sb 5.158 0.932 2.278 0.0458
Se 3.796 1.409 0.058 -0.1119
Se 3.813 -0.513 3.754 0.0668
Se 7.337 -0.039 1.623 -0.0437
```

---

2.
DFT (wB97M-V/def2-TZVPD) results for a cluster of 6 separate species, C38H34B3BrINO25 in total in a non-equilibrium geometry.

Relative energy (zero: lowest compared OMol25 entry of this formula, charge and spin)   252.87 kJ/mol
Molecular weight   1143.92 g/mol
SMILES   CC(=O)N(C)B1OB(CC(=O)I)OB(C[C@H](C)Br)O1.O=C1C=C(O)C(=O)C=C1O.O=C1C=C(O)C(=O)C=C1O.O=C1C=C(O)C(=O)C=C1O.O=C1C=C(O)C(=O)C=C1O.O=C1C=C(O)C(=O)C=C1O

The geometry in XYZ format:
```
103
Properties=species:S:1:pos:R:3:lowdin_charge:R:1
C 2.564 5.487 -3.388 0.0124
C 1.855 5.935 -4.770 -0.3637
O 0.689 6.407 -4.663 0.0358
N 2.503 5.764 -6.086 0.0622
C 1.983 6.925 -6.928 -0.0475
B 2.142 4.468 -6.726 -0.5098
O 1.450 4.410 -8.018 0.2141
B 0.202 3.724 -7.698 -0.3885
C -1.227 4.396 -8.141 -0.0510
C -2.064 4.699 -6.816 -0.7431
O -2.085 3.987 -5.791 -0.0386
I -3.261 6.529 -6.742 0.7630
O 0.174 2.460 -6.966 0.2007
B 1.048 2.676 -5.842 -0.4930
C 0.673 2.492 -4.279 -0.1050
C -0.353 1.305 -3.954 -0.6383
C 0.039 0.768 -2.464 -0.1655
Br -0.167 -0.280 -5.154 0.7998
O 2.405 3.160 -6.132 0.2168
H 2.920 6.378 -2.777 0.0932
H 3.444 4.814 -3.711 0.0989
H 1.823 4.911 -2.725 0.0734
H 0.873 6.790 -7.195 0.1006
H 2.656 6.956 -7.849 0.1119
H 2.050 7.908 -6.336 0.1145
H -1.031 5.415 -8.644 0.1063
H -1.795 3.775 -8.918 0.1396
H 0.333 3.522 -3.883 0.1217
H 1.647 2.252 -3.714 0.1313
H -1.437 1.676 -3.857 0.1130
H 0.840 -0.053 -2.561 0.0777
H -0.865 0.436 -1.862 0.0728
H 0.548 1.633 -1.905 0.0678
O -1.080 4.402 3.618 0.1173
C -1.301 3.906 2.527 -0.3094
C -0.552 4.284 1.325 0.0824
C -0.836 3.730 0.145 -0.2126
O -0.148 4.069 -0.980 0.0769
C -1.918 2.715 0.004 -0.3000
O -2.161 2.243 -1.093 0.0946
C -2.652 2.319 1.210 0.0852
C -2.366 2.871 2.391 -0.2161
O -3.035 2.512 3.519 0.0897
H 0.230 5.023 1.440 0.1383
H -0.543 3.533 -1.696 0.0879
H -3.423 1.568 1.096 0.1373
H -2.646 3.051 4.235 0.1208
O 3.882 -6.387 -8.093 0.1081
C 3.142 -5.706 -7.405 -0.3153
C 3.005 -4.258 -7.592 0.0761
C 2.196 -3.544 -6.806 -0.2187
O 2.058 -2.201 -6.970 0.0744
C 1.409 -4.187 -5.714 -0.3093
O 0.694 -3.502 -5.004 0.0784
C 1.527 -5.638 -5.543 0.0779
C 2.334 -6.352 -6.331 -0.2238
O 2.453 -7.699 -6.187 0.0934
H 3.583 -3.805 -8.386 0.1366
H 1.422 -1.915 -6.283 0.0087
H 0.938 -6.095 -4.759 0.1369
H 3.093 -7.978 -6.870 0.1157
O -3.121 -3.776 7.245 0.0952
C -3.529 -2.689 6.866 -0.3098
C -3.532 -2.303 5.454 0.0605
C -3.969 -1.100 5.078 -0.2140
O -3.979 -0.728 3.769 0.0882
C -4.464 -0.109 6.073 -0.3077
O -4.838 0.986 5.693 0.1088
C -4.485 -0.503 7.486 0.0795
C -4.050 -1.707 7.861 -0.2230
O -4.064 -2.090 9.167 0.0935
H -3.168 -3.029 4.743 0.1189
H -4.336 0.183 3.761 0.0997
H -4.863 0.220 8.197 0.1372
H -3.700 -2.996 9.175 0.1153
O 3.072 -3.971 9.702 0.1124
C 2.276 -3.163 9.255 -0.3126
C 2.434 -1.717 9.443 0.0780
C 1.531 -0.866 8.950 -0.2214
O 1.665 0.478 9.114 0.0959
C 0.337 -1.348 8.200 -0.3055
O -0.477 -0.542 7.780 0.1089
C 0.192 -2.791 7.992 0.0822
C 1.096 -3.643 8.481 -0.2173
O 0.976 -4.985 8.293 0.0986
H 3.304 -1.380 9.991 0.1374
H 0.888 0.872 8.671 0.1158
H -0.670 -3.126 7.430 0.1167
H 1.750 -5.379 8.741 0.1164
O 2.164 -5.534 1.172 0.1154
C 1.429 -4.858 1.870 -0.3112
C 1.284 -3.410 1.688 0.0804
C 0.481 -2.703 2.486 -0.2171
O 0.332 -1.360 2.329 0.0958
C -0.290 -3.351 3.585 -0.2934
O -1.000 -2.669 4.305 0.0915
C -0.164 -4.802 3.752 0.0850
C 0.637 -5.510 2.952 -0.2193
O 0.763 -6.856 3.092 0.1000
H 1.850 -2.952 0.889 0.1381
H -0.296 -1.084 3.024 0.1142
H -0.742 -5.262 4.542 0.1401
H 1.397 -7.131 2.401 0.1175
```

---

3.
DFT (wB97M-V/def2-TZVPD) results for a structure of composition C38H34CsN4O5P in a non-equilibrium geometry.

Relative energy (zero: lowest compared OMol25 entry of this formula, charge and spin)   573.34 kJ/mol
Molecular weight   790.59 g/mol
Net charge   -2

The geometry in XYZ format:
```
83
Properties=species:S:1:pos:R:3:lowdin_charge:R:1
Cs 0.881 -20.853 4.588 0.9854
O 0.467 -22.048 1.868 -0.2232
C -0.483 -22.710 1.067 -0.2229
C -1.411 -23.694 1.887 -0.1609
N -0.676 -24.376 2.942 -0.1374
C 0.124 -25.449 2.340 -0.1058
C 1.623 -25.165 2.230 -0.6720
O 2.111 -23.984 2.271 -0.0850
O 2.285 -26.207 2.189 -0.0486
C -1.585 -24.821 3.997 -0.0846
C -2.219 -23.666 4.812 -0.3468
O -3.545 -23.389 4.396 -0.0416
O -1.342 -22.298 6.218 -0.1510
H 1.165 -22.689 2.108 -0.0118
H -0.106 -23.281 0.228 0.1006
H -1.169 -21.925 0.628 0.0924
H -1.874 -24.470 1.275 0.1053
H -2.271 -23.186 2.329 0.1033
H -0.226 -25.608 1.309 0.1137
H 0.035 -26.379 2.917 0.1199
H -1.092 -25.500 4.716 0.1150
H -2.486 -25.348 3.596 0.1334
N -0.938 -24.466 7.021 0.1188
C 0.382 -24.733 6.703 -0.3159
C 1.003 -25.881 7.280 -0.0400
C 2.360 -26.151 7.033 -0.0961
C 3.031 -25.346 6.085 -0.0733
C 2.296 -24.301 5.472 -0.1331
N 1.026 -24.000 5.784 0.1080
C -1.965 -23.632 6.376 -0.3402
C -3.180 -23.627 7.251 -0.0985
C -4.086 -22.617 7.139 -0.1585
C -4.130 -21.656 6.043 -0.1159
C -3.371 -21.947 4.839 -0.2481
N -1.828 -22.211 4.817 0.0108
H -1.227 -24.949 7.854 0.1087
H 0.448 -26.638 7.843 0.0949
H 2.841 -26.995 7.601 0.1064
H 4.029 -25.606 5.826 0.0783
H 2.749 -23.845 4.587 0.0929
H -3.153 -24.303 8.097 0.0615
H -4.973 -22.571 7.867 0.1044
H -4.963 -20.991 6.066 0.0347
H -3.601 -21.309 4.072 0.0694
C -3.906 -13.674 3.718 -0.1176
C -3.731 -13.920 5.089 -0.0930
C -2.589 -14.702 5.538 -0.0928
C -1.659 -15.285 4.656 -0.3824
C -1.841 -14.889 3.294 -0.1044
C -2.889 -14.109 2.855 -0.1099
P -0.324 -16.479 5.191 1.1034
C -0.632 -17.661 3.691 -0.3807
C 0.261 -17.808 2.620 -0.1487
C -0.002 -18.613 1.554 -0.0834
C -1.212 -19.369 1.545 -0.0907
C -2.061 -19.285 2.631 -0.1027
C -1.775 -18.479 3.741 -0.1188
C 1.154 -15.424 4.761 -0.3413
C 1.190 -14.099 4.483 -0.1265
C 2.365 -13.328 4.381 -0.1121
C 3.515 -13.938 4.768 -0.0769
C 3.578 -15.312 5.121 -0.1880
C 4.739 -15.979 5.592 -0.0826
C 4.674 -17.287 6.022 -0.1318
C 3.500 -18.040 5.869 -0.1860
C 2.311 -17.500 5.342 -0.1159
C 2.394 -16.101 5.015 -0.2652
H -4.758 -13.081 3.335 0.0941
H -4.398 -13.511 5.838 0.0789
H -2.394 -14.667 6.601 0.0830
H -1.188 -15.338 2.607 0.0829
H -3.019 -13.948 1.794 0.0901
H 1.151 -17.224 2.638 0.0918
H 0.740 -18.782 0.800 0.0989
H -1.452 -20.075 0.742 0.0835
H -2.909 -19.994 2.664 0.1000
H -2.350 -18.619 4.635 0.1009
H 0.250 -13.536 4.327 0.0956
H 2.323 -12.283 4.022 0.0988
H 4.393 -13.315 4.911 0.0952
H 5.608 -15.404 5.606 0.0674
H 5.589 -17.694 6.447 0.0828
H 3.547 -19.119 6.117 0.0573
```